{"formula": "C49H42BrN4O3P2S2Sn", "method": "ωB97M-V/def2-TZVPD", "elements": ["Sn", "O", "C", "C", "C", "N", "C", "Br", "C", "H", "H", "H", "H", "C", "C", "C", "C", "C", "C", "C", "S", "O", "O", "N", "C", "C", "C", "C", "C", "N", "H", "H", "H", "H", "H", "H", "H", "H", "H", "H", "H", "S", "C", "N", "C", "C", "C", "C", "C", "C", "H", "H", "H", "H", "H", "C", "P", "C", "C", "C", "C", "C", "C", "C", "C", "C", "C", "C", "C", "P", "C", "C", "C", "C", "C", "C", "C", "C", "C", "C", "C", "C", "H", "H", "H", "H", "H", "H", "H", "H", "H", "H", "H", "H", "H", "H", "H", "H", "H", "H", "H", "H", "H", "H"], "xyz": [[0.1374, 1.8081, -0.5202], [4.3452, 3.2169, 4.4448], [3.5285, 2.8585, 3.4502], [3.8118, 1.8249, 2.5588], [2.8972, 1.5214, 1.5783], [1.7386, 2.1736, 1.4410], [1.4870, 3.1600, 2.2946], [-0.1794, 4.0462, 2.1007], [2.3272, 3.5507, 3.3090], [5.1597, 2.7029, 4.4358], [4.7364, 1.2670, 2.6373], [3.0663, 0.7330, 0.8548], [2.0796, 4.3567, 3.9839], [6.4141, 0.9910, -6.6881], [5.4174, 1.3279, -5.6166], [5.7068, 1.1246, -4.2683], [4.7640, 1.3889, -3.2895], [3.5215, 1.8719, -3.6667], [3.2074, 2.0888, -5.0009], [4.1593, 1.8191, -5.9675], [2.2668, 2.1490, -2.4628], [2.7494, 2.9558, -1.3655], [1.0953, 2.6776, -3.1374], [1.8316, 0.7491, -1.7561], [1.0586, -0.1474, -2.4858], [1.4476, -0.7672, -3.6792], [0.5814, -1.6611, -4.2705], [-0.6348, -1.9534, -3.6561], [-0.9448, -1.2951, -2.4872], [-0.1352, -0.3919, -1.9247], [7.4140, 0.8638, -6.2776], [6.4436, 1.7707, -7.4486], [6.1274, 0.0618, -7.1842], [6.6802, 0.7446, -3.9851], [4.9811, 1.2222, -2.2419], [2.2217, 2.4559, -5.2565], [3.9216, 1.9792, -7.0119], [2.4117, -0.5365, -4.1073], [0.8457, -2.1348, -5.2071], [-1.3222, -2.6674, -4.0864], [-1.8894, -1.4772, -1.9858], [-1.8493, 5.4976, -3.3265], [-1.7763, 4.4716, -1.9447], [-1.8413, 3.2009, -2.1603], [-1.9757, 2.9425, -3.5130], [-2.1046, 1.6849, -4.0997], [-2.2069, 1.5977, -5.4710], [-2.2103, 2.7462, -6.2704], [-2.1095, 4.0029, -5.7083], [-1.9890, 4.0876, -4.3250], [-1.6975, 4.8932, -0.9510], [-2.1330, 0.8051, -3.4735], [-2.2933, 0.6236, -5.9350], [-2.3112, 2.6480, -7.3431], [-2.1274, 4.8949, -6.3197], [-1.4049, -1.8658, 1.1447], [-0.7494, -0.1608, 1.4564], [0.2200, -0.3530, 2.9913], [1.2137, -1.3358, 2.9568], [2.0745, -1.5149, 4.0244], [1.9790, -0.6895, 5.1357], [1.0335, 0.3233, 5.1575], [0.1688, 0.5047, 4.0859], [-2.2770, 0.7654, 1.8318], [-2.8471, 0.9004, 3.0946], [-4.0004, 1.6516, 3.2611], [-4.5932, 2.2798, 2.1754], [-4.0578, 2.1165, 0.9065], [-2.9129, 1.3555, 0.7373], [-2.9230, -2.4352, 2.0881], [-2.9513, -4.1882, 1.5234], [-2.4286, -4.6327, 0.3122], [-2.5608, -5.9627, -0.0658], [-3.2308, -6.8591, 0.7497], [-3.7755, -6.4202, 1.9492], [-3.6413, -5.0962, 2.3294], [-2.2444, -2.7217, 3.7739], [-1.1087, -3.4890, 4.0182], [-0.6515, -3.6648, 5.3133], [-1.3321, -3.0924, 6.3801], [-2.4838, -2.3573, 6.1502], [-2.9388, -2.1769, 4.8512], [-0.5873, -2.5831, 1.2320], [-1.7191, -1.8416, 0.0984], [1.3178, -1.9603, 2.0760], [2.8196, -2.2998, 3.9910], [2.6510, -0.8239, 5.9737], [0.9690, 0.9864, 6.0113], [-0.5393, 1.3218, 4.1087], [-2.3965, 0.4147, 3.9473], [-4.4443, 1.7400, 4.2445], [-5.4779, 2.8868, 2.3152], [-4.5259, 2.5794, 0.0472], [-2.5288, 1.1917, -0.2646], [-1.9107, -3.9491, -0.3491], [-2.1354, -6.2940, -1.0048], [-3.3359, -7.8929, 0.4484], [-4.3071, -7.1126, 2.5890], [-4.0705, -4.7588, 3.2661], [-0.5905, -3.9687, 3.1953], [0.2359, -4.2587, 5.4941], [-0.9710, -3.2345, 7.3905], [-3.0317, -1.9310, 6.9811], [-3.8498, -1.6198, 4.6636]], "lowdin_charge": [1.29, 0.11, -0.30, 0.02, -0.12, -0.10, -0.73, 0.79, -0.03, 0.13, 0.13, 0.12, 0.12, -0.04, -0.26, -0.02, -0.05, -0.31, -0.05, -0.02, 0.51, -0.33, -0.34, -0.23, -0.44, 0.01, -0.04, -0.06, -0.16, 0.03, 0.08, 0.09, 0.09, 0.12, 0.12, 0.12, 0.12, 0.11, 0.12, 0.11, 0.11, 1.08, -0.47, -0.04, -0.34, -0.02, -0.07, -0.08, -0.08, -0.47, 0.07, 0.09, 0.10, 0.11, 0.11, -0.50, 0.96, -0.37, -0.12, -0.08, -0.08, -0.06, -0.10, -0.42, -0.12, -0.06, -0.06, -0.06, -0.16, 1.06, -0.39, -0.10, -0.08, -0.08, -0.07, -0.10, -0.41, -0.10, -0.08, -0.08, -0.08, -0.12, 0.04, 0.00, 0.10, 0.11, 0.11, 0.11, 0.09, 0.08, 0.11, 0.11, 0.11, 0.05, 0.08, 0.10, 0.10, 0.11, 0.11, 0.11, 0.11, 0.11, 0.11, 0.10], "lumo_energy_ev": -1.871, "max_force_ev_per_a": 0.7, "homo_energy_ev": -10.2, "de_lowest_ev": 0.388, "multiplicity": 1, "charge": 1}